Record 1
Computed, not measured: the molecule C6H12N2, with ωB97M-V/def2-TZVPD.

- E_LUMO: 0.952 eV
- Energy relative to the best compared isomer or geometry (same formula, charge and spin): 141.0 kcal/mol
- HOMO level: -7.8 eV
- Max |F|: 6.8 eV Å⁻¹
- Molecular weight: 112.176 g mol⁻¹
- Orbital gap: 8.71 eV

Atoms and positions in Å:
C  -3.34  -1.11  1.14
C  0.81  0.84  1.76
C  1.57  -0.94  -0.71
C  -0.26  0.07  -1.93
C  0.15  0.91  0.42
C  0.77  0.33  -0.87
N  -2.26  -0.54  1.00
N  -1.14  -0.14  0.68
H  -4.02  -1.45  1.80
H  1.44  -0.16  2.01
H  1.44  1.70  2.01
H  0.05  1.01  2.61
H  2.31  -0.74  0.08
H  0.69  -1.64  -0.56
H  2.09  -1.19  -1.71
H  -0.92  -0.74  -1.67
H  0.25  -0.25  -2.91
H  -0.87  0.99  -2.37
H  -0.18  1.89  0.44
H  1.44  1.15  -1.22

***

Record 2
Computed, not measured: the molecule C6H12N2, with ωB97M-V/def2-TZVPD.

- E_LUMO: 0.903 eV
- Energy relative to the best compared isomer or geometry (same formula, charge and spin): 99.4 kcal/mol
- HOMO level: -5.9 eV
- Max |F|: 0.9 eV Å⁻¹
- Molecular weight: 112.176 g mol⁻¹
- Orbital gap: 6.80 eV

Atoms and positions in Å:
C  -0.91  -1.08  0.75
C  1.57  0.35  1.74
N  -0.08  -0.47  -0.28
C  -0.64  0.82  -0.82
N  0.30  -1.48  -1.22
C  0.31  1.59  -0.16
C  1.14  0.47  0.29
C  -1.71  0.84  -1.65
H  0.83  -1.01  -1.95
H  -0.55  -1.83  -1.66
H  0.44  2.65  -0.05
H  1.98  0.13  -0.35
H  -0.39  -1.94  1.18
H  -1.86  -1.40  0.31
H  -1.13  -0.33  1.52
H  -2.04  1.76  -2.10
H  -2.31  -0.04  -1.83
H  2.46  0.95  1.88
H  0.80  0.71  2.42
H  1.82  -0.68  1.99

***

Record 3
Computed, not measured: a cluster of 2 separate species, C6H12N2 in total, with ωB97M-V/def2-TZVPD.

- E_LUMO: 0.856 eV
- Energy relative to the best compared isomer or geometry (same formula, charge and spin): 31.0 kcal/mol
- HOMO level: -8.7 eV
- Max |F|: 2.7 eV Å⁻¹
- Molecular weight: 112.176 g mol⁻¹
- Orbital gap: 9.58 eV

Atoms and positions in Å:
C  -0.56  -2.72  0.17
C  0.03  -4.03  -0.44
H  0.06  -2.52  1.07
H  -0.58  -1.88  -0.55
H  -1.53  -2.92  0.66
H  -0.18  -4.12  -1.51
H  -0.50  -4.71  0.20
H  1.04  -4.21  -0.18
C  1.68  1.23  0.69
C  -0.30  3.76  -0.68
C  0.44  2.06  0.40
C  -0.87  1.79  0.14
N  0.82  3.30  -0.13
N  -1.32  2.88  -0.62
H  -0.62  4.52  -1.33
H  -2.29  3.23  -0.64
H  -1.52  0.96  0.43
H  2.45  2.01  0.85
H  2.16  0.75  -0.13
H  1.61  0.62  1.60

***

Record 4
Computed, not measured: a structure of composition C6H12N2, with ωB97M-V/def2-TZVPD.

- E_LUMO: 0.831 eV
- Energy relative to the best compared isomer or geometry (same formula, charge and spin): 19.5 kcal/mol
- HOMO level: -8.7 eV
- Max |F|: 2.6 eV Å⁻¹
- Molecular weight: 112.176 g mol⁻¹
- Orbital gap: 9.53 eV

Atoms and positions in Å:
C  1.09  -0.69  1.00
C  0.17  -1.52  -1.20
C  -1.81  0.59  1.34
C  0.42  1.00  -0.78
C  0.23  -0.36  -0.21
N  1.59  1.58  -1.11
C  -1.36  0.32  -0.08
N  -0.79  1.45  -0.77
H  1.55  2.59  -1.24
H  2.46  1.09  -0.95
H  -2.15  -0.17  -0.66
H  2.10  -0.99  0.70
H  0.66  -1.53  1.56
H  1.20  0.16  1.67
H  -0.30  -2.40  -0.74
H  -0.42  -1.26  -2.09
H  1.17  -1.82  -1.52
H  -2.06  -0.34  1.85
H  -1.04  1.11  1.92
H  -2.71  1.21  1.34